Entry from the OMol25 dataset: C36H32HfIN6O6S as an isolated structure at a distorted geometry (the ωB97M-V functional and the def2-TZVPD basis).

Structure (XYZ):
```
83
C36H32HfIN6O6S | the OMol25 dataset | the ωB97M-V functional and the def2-TZVPD basis
Hf -1.94 0.92 -0.09
C 11.82 0.95 -1.49
O 11.07 0.88 -0.30
C 9.72 0.87 -0.38
C 9.06 0.84 0.85
C 7.69 0.82 0.91
C 6.92 0.83 -0.26
C 7.59 0.88 -1.48
C 8.97 0.90 -1.55
C 5.47 0.78 -0.22
N 4.67 0.72 -1.27
C 3.41 0.64 -0.77
C 3.45 0.66 0.63
N 4.77 0.75 0.96
C 2.29 0.62 1.43
C 2.26 0.78 2.83
C 1.05 0.74 3.48
C -0.11 0.53 2.74
N -0.12 0.38 1.43
C 1.05 0.43 0.76
C 1.00 0.36 -0.68
N -0.22 0.16 -1.26
C -0.32 0.26 -2.57
C 0.78 0.51 -3.41
C 2.03 0.64 -2.85
C 2.16 0.54 -1.46
H 12.87 0.97 -1.17
H 11.60 1.86 -2.05
H 11.65 0.07 -2.11
H 9.66 0.84 1.75
H 7.22 0.80 1.89
H 7.00 0.91 -2.39
H 9.45 0.96 -2.52
H 5.17 0.76 1.88
H 3.18 0.95 3.37
H 0.99 0.88 4.55
H -1.07 0.47 3.24
H -1.30 0.10 -3.00
H 0.63 0.63 -4.47
H 2.91 0.84 -3.44
I -3.11 2.80 1.95
C -3.84 1.07 3.06
C -4.53 1.29 4.23
C -5.00 0.21 4.98
C -4.74 -1.07 4.57
C -4.02 -1.32 3.39
C -3.71 -2.64 3.00
C -2.95 -2.87 1.89
C -2.51 -1.80 1.10
C -2.81 -0.47 1.37
C -3.55 -0.23 2.57
H -4.68 2.31 4.55
H -5.54 0.41 5.89
H -5.08 -1.91 5.16
H -4.07 -3.45 3.61
H -2.69 -3.89 1.62
H -1.89 -2.04 0.23
O -1.90 4.52 -0.99
S -1.66 3.14 -1.15
O -0.86 2.55 0.02
O -2.95 2.30 -0.99
O -1.02 2.64 -2.34
C -3.27 -2.40 -3.27
N -4.44 -1.95 -2.56
C -5.70 -2.53 -2.98
C -6.65 -2.58 -1.80
C -6.80 -1.16 -1.28
N -5.50 -0.55 -1.05
C -5.55 0.63 -0.20
C -4.37 -0.93 -1.68
O -3.24 -0.39 -1.44
H -3.28 -3.49 -3.32
H -2.38 -2.06 -2.75
H -3.27 -2.01 -4.30
H -5.50 -3.54 -3.36
H -6.13 -1.95 -3.80
H -6.23 -3.22 -1.02
H -7.62 -2.97 -2.10
H -7.35 -1.14 -0.34
H -7.36 -0.55 -2.01
H -5.87 0.34 0.80
H -6.27 1.33 -0.62
H -4.58 1.11 -0.18
```

orbital gap: 6.68 eV
energy above the lowest of the compared OMol25 structures with the same formula, charge and spin: 169.1 kJ/mol
LUMO energy: -3.2 eV
E_HOMO: -9.88 eV
charge: +1

***

Entry from the OMol25 dataset: C36H32InNO3P2 as an isolated structure at a distorted geometry (the ωB97M-V functional and the def2-TZVPD basis).

Structure (XYZ):
```
75
C36H32InNO3P2 | the OMol25 dataset | the ωB97M-V functional and the def2-TZVPD basis
C 0.65 -1.27 -3.97
C -0.42 -1.75 -3.20
C -1.72 -1.83 -3.73
C -1.93 -1.47 -5.05
C -0.87 -1.05 -5.84
C 0.42 -0.96 -5.31
P -0.09 -2.20 -1.49
C -1.37 -3.39 -1.03
C -2.47 -2.93 -0.27
C -3.50 -3.82 0.02
C -3.43 -5.15 -0.42
C -2.33 -5.59 -1.16
C -1.29 -4.72 -1.47
In 0.07 -0.09 -0.14
P 0.04 2.08 -1.46
C -1.29 2.03 -2.67
C -1.10 2.33 -4.03
C -2.18 2.26 -4.91
C -3.44 1.88 -4.44
C -3.63 1.55 -3.10
C -2.56 1.62 -2.21
C -0.19 3.53 -0.40
C 0.62 3.65 0.73
C 0.39 4.65 1.67
C -0.66 5.55 1.48
C -1.45 5.46 0.33
C -1.24 4.45 -0.61
C 1.62 2.30 -2.31
C 2.63 1.34 -2.13
C 3.85 1.48 -2.79
C 4.07 2.59 -3.62
C 3.08 3.57 -3.77
C 1.86 3.44 -3.10
C 1.52 -3.01 -1.45
C 2.03 -3.72 -2.56
C 3.31 -4.27 -2.48
C 4.08 -4.11 -1.32
C 3.57 -3.41 -0.22
C 2.28 -2.88 -0.27
H 1.40 2.92 0.93
H 1.02 4.71 2.55
H -0.84 6.34 2.21
H -2.27 6.17 0.18
H -1.91 4.34 -1.47
H -0.10 2.56 -4.41
H -2.03 2.50 -5.97
H -4.29 1.86 -5.13
H -4.61 1.22 -2.75
H -2.69 1.31 -1.17
H 2.48 0.49 -1.45
H 4.62 0.73 -2.66
H 5.02 2.67 -4.14
H 3.23 4.45 -4.40
H 1.09 4.21 -3.18
H 1.44 -3.84 -3.47
H 3.69 -4.84 -3.33
H 5.08 -4.53 -1.25
H 4.15 -3.29 0.68
H 1.86 -2.35 0.60
H -2.49 -1.90 0.09
H -4.35 -3.47 0.60
H -4.27 -5.81 -0.20
H -2.28 -6.64 -1.49
H -0.42 -5.06 -2.04
H -2.54 -2.14 -3.09
H -2.94 -1.52 -5.47
H -1.05 -0.82 -6.89
H 1.30 -0.64 -5.87
H 1.65 -1.12 -3.55
H 0.16 0.82 -7.30
H 0.83 0.71 -6.97
O 0.45 0.46 3.66
N 0.29 0.45 2.46
O -0.83 0.04 1.90
O 1.20 0.84 1.62
```

orbital gap: 7.56 eV
LUMO energy: -6.8 eV
E_HOMO: -14.37 eV
charge: +2

***

Entry from the OMol25 dataset: C36H32N5O2Rh as an isolated structure at a distorted geometry (the ωB97M-V functional and the def2-TZVPD basis).

Structure (XYZ):
```
76
C36H32N5O2Rh | the OMol25 dataset | the ωB97M-V functional and the def2-TZVPD basis
Rh 0.19 0.05 -0.04
O 1.21 -1.56 -0.76
C 0.87 -2.73 -0.25
C 1.85 -3.62 0.22
C 1.52 -4.92 0.57
C 0.20 -5.37 0.45
C -0.77 -4.49 0.06
C -0.48 -3.15 -0.23
C -1.57 -2.23 -0.48
N -1.44 -0.97 -0.54
N -2.59 -0.22 -0.75
C -2.34 1.05 -0.58
O -1.19 1.56 -0.25
C -3.48 2.00 -0.76
C -3.26 3.36 -0.57
C -4.32 4.25 -0.66
C -5.60 3.79 -0.94
C -5.81 2.43 -1.15
C -4.76 1.54 -1.06
H 2.87 -3.27 0.26
H 2.29 -5.59 0.92
H -0.04 -6.40 0.68
H -1.81 -4.81 0.00
H -2.58 -2.61 -0.57
H -2.26 3.70 -0.36
H -4.15 5.31 -0.51
H -6.43 4.48 -1.00
H -6.81 2.07 -1.37
H -4.90 0.48 -1.23
C 4.37 0.46 2.79
C 4.58 1.88 3.22
C 5.34 2.17 4.35
C 5.60 3.48 4.75
C 5.09 4.53 4.01
C 4.31 4.27 2.89
C 4.04 2.96 2.51
N 3.23 2.75 1.35
C 2.16 1.89 1.33
N 1.53 1.74 2.51
C 0.45 0.88 2.85
C -0.15 0.00 1.95
C -1.16 -0.83 2.43
C -1.59 -0.76 3.74
C -1.00 0.15 4.61
C 0.04 0.96 4.19
C 0.72 1.89 5.16
N 1.78 1.28 0.27
C 2.48 1.49 -0.96
C 3.41 0.54 -1.38
C 4.09 0.71 -2.57
C 3.86 1.84 -3.35
C 2.94 2.78 -2.92
C 2.24 2.64 -1.72
C 1.27 3.69 -1.25
H 5.20 -0.16 3.13
H 4.30 0.37 1.71
H 3.45 0.04 3.21
H 5.77 1.35 4.91
H 6.20 3.66 5.63
H 5.29 5.56 4.30
H 3.89 5.08 2.30
H 3.61 2.99 0.45
H 1.88 2.31 3.26
H -1.62 -1.55 1.77
H -2.40 -1.39 4.08
H -1.34 0.22 5.64
H 0.27 1.80 6.14
H 0.63 2.94 4.85
H 1.79 1.66 5.26
H 3.56 -0.35 -0.77
H 4.81 -0.03 -2.89
H 4.37 1.97 -4.29
H 2.75 3.67 -3.52
H 1.10 4.43 -2.03
H 1.64 4.21 -0.36
H 0.31 3.23 -0.97
```

orbital gap: 7.64 eV
LUMO energy: 0.1 eV
E_HOMO: -7.55 eV

***

Entry from the OMol25 dataset: C36H33BrCl2N4O4PtSSi as an isolated structure at a distorted geometry (the ωB97M-V functional and the def2-TZVPD basis).

Structure (XYZ):
```
83
C36H33BrCl2N4O4PtSSi | the OMol25 dataset | the ωB97M-V functional and the def2-TZVPD basis
Pt 1.18 0.09 -0.32
C 6.23 -1.97 3.82
Si 5.70 -0.40 2.86
C 6.23 1.16 3.82
C 6.50 -0.43 1.14
C 3.79 -0.39 2.90
C 3.14 -0.51 4.13
C 1.75 -0.45 4.22
C 1.02 -0.26 3.06
N 1.62 -0.15 1.89
C 2.96 -0.22 1.80
S 3.47 -0.11 0.13
H 7.31 -2.00 3.93
H 5.93 -2.87 3.29
H 5.79 -2.00 4.81
H 7.31 1.20 3.92
H 5.80 1.18 4.82
H 5.91 2.07 3.31
H 7.58 -0.47 1.25
H 6.26 0.45 0.56
H 6.19 -1.30 0.57
H 3.73 -0.66 5.02
H 1.26 -0.55 5.17
H -0.06 -0.19 3.06
C 1.59 0.12 -3.64
O 1.05 -0.78 -2.70
C 0.29 -1.82 -3.16
C 0.04 -2.07 -4.50
C -0.75 -3.15 -4.85
Br -1.09 -3.46 -6.70
C -1.29 -3.99 -3.91
C -1.05 -3.75 -2.55
C -0.27 -2.65 -2.17
O -0.01 -2.39 -0.84
C -1.69 -4.63 -1.60
N -2.43 -5.66 -1.95
C -2.88 -6.20 -0.78
C -3.71 -7.29 -0.56
C -4.02 -7.60 0.75
C -3.52 -6.85 1.82
C -2.69 -5.77 1.62
C -2.37 -5.46 0.31
N -1.62 -4.47 -0.24
H 0.80 0.61 -4.21
H 2.27 -0.39 -4.33
H 2.13 0.87 -3.06
H 0.45 -1.45 -5.28
H -1.91 -4.84 -4.17
H -0.54 -1.61 -0.56
H -4.10 -7.87 -1.39
H -4.68 -8.43 0.96
H -3.80 -7.13 2.83
H -2.30 -5.19 2.45
H -1.07 -3.76 0.21
Cl 1.05 5.13 -1.09
C -0.32 6.12 -1.47
C -0.14 7.44 -1.84
C -1.23 8.22 -2.14
C -2.51 7.68 -2.09
C -2.68 6.36 -1.72
Cl -4.28 5.70 -1.73
C -1.60 5.54 -1.38
N -1.77 4.22 -1.04
C -2.68 3.77 -0.09
C -3.14 4.61 0.93
C -4.01 4.13 1.89
C -4.41 2.81 1.87
C -3.97 1.97 0.86
C -3.13 2.44 -0.14
C -2.68 1.54 -1.26
C -1.33 0.99 -0.86
O -1.27 -0.09 -0.23
O -0.29 1.64 -1.14
H 0.86 7.84 -1.87
H -1.10 9.25 -2.43
H -3.37 8.28 -2.36
H -0.96 3.61 -1.18
H -2.80 5.63 0.96
H -4.35 4.79 2.67
H -5.07 2.42 2.64
H -4.29 0.94 0.83
H -2.60 2.10 -2.19
H -3.38 0.71 -1.38
```

orbital gap (alpha / beta): 6.57 / 6.41 eV
LUMO energy (alpha / beta): -1.3 / -1.4 eV
E_HOMO (alpha / beta): -7.85 / -7.85 eV

***

Entry from the OMol25 dataset: C36H33N5O5PtTe as an isolated structure (the ωB97M-V functional and the def2-TZVPD basis).

Structure (XYZ):
```
81
C36H33N5O5PtTe | the OMol25 dataset | the ωB97M-V functional and the def2-TZVPD basis
Pt -0.83 1.46 -1.42
C 3.99 -4.78 5.56
O 2.71 -5.28 5.95
C 1.66 -5.09 5.17
C 0.45 -5.65 5.63
C -0.68 -5.52 4.88
C -0.65 -4.80 3.67
C 0.56 -4.26 3.20
C 1.71 -4.40 3.94
N -1.83 -4.78 2.97
N -2.10 -4.08 1.99
C -1.78 -2.79 1.71
C -1.49 -1.85 2.72
C -1.24 -0.53 2.41
C -1.25 -0.10 1.07
O -0.98 1.12 0.75
C -1.60 -1.05 0.05
N -1.61 -0.58 -1.22
C -1.93 -1.38 -2.21
C -2.30 -2.72 -1.99
C -2.29 -3.21 -0.71
C -1.91 -2.37 0.35
H 4.67 -5.06 6.36
H 3.96 -3.69 5.46
H 4.31 -5.24 4.63
H 0.46 -6.18 6.57
H -1.62 -5.96 5.20
H 0.60 -3.75 2.25
H 2.64 -3.99 3.57
H -1.47 -2.17 3.75
H -1.02 0.19 3.18
H -1.88 -0.97 -3.21
H -2.59 -3.34 -2.83
H -2.57 -4.23 -0.51
C 3.11 -0.59 -3.64
C 3.86 -0.77 -2.33
C 3.52 0.25 -1.22
C 4.33 -0.07 0.05
C 4.08 0.92 1.18
C 3.94 1.62 -1.74
O 5.08 1.95 -1.87
N 2.92 2.52 -2.13
C 1.61 2.25 -1.95
O 0.70 3.07 -2.26
N 1.20 1.10 -1.41
C 2.03 0.12 -0.92
O 1.57 -0.84 -0.33
H 3.42 -1.36 -4.35
H 3.31 0.38 -4.10
H 2.03 -0.69 -3.50
H 4.94 -0.69 -2.50
H 3.67 -1.76 -1.91
H 5.38 -0.08 -0.22
H 4.05 -1.07 0.36
H 4.35 1.94 0.89
H 4.69 0.67 2.05
H 3.04 0.92 1.50
H 3.20 3.41 -2.51
Te -2.04 3.69 0.11
C -2.23 5.40 -1.07
C -1.32 5.69 -2.08
C -1.54 6.82 -2.85
C -2.63 7.64 -2.60
C -3.52 7.35 -1.58
C -3.32 6.22 -0.79
C -3.11 2.42 -1.20
C -4.12 1.57 -0.73
C -4.80 0.77 -1.63
C -4.46 0.79 -2.99
C -3.46 1.61 -3.46
C -2.77 2.45 -2.57
H -0.45 5.07 -2.25
H -0.84 7.07 -3.64
H -2.78 8.53 -3.21
H -4.36 7.99 -1.38
H -4.01 6.00 0.01
H -4.39 1.55 0.31
H -5.61 0.14 -1.28
H -5.01 0.16 -3.69
H -3.22 1.65 -4.51
H -2.12 3.23 -2.96
```

orbital gap (alpha / beta): 6.32 / 5.42 eV
energy above the lowest of the compared OMol25 structures with the same formula, charge and spin: 0.0 kJ/mol
2S+1: 5
<S²>: 6.080
LUMO energy (alpha / beta): -6.3 / -8.2 eV
E_HOMO (alpha / beta): -12.61 / -13.63 eV
charge: +2

***

Entry from the OMol25 dataset: C36H34AlCl5N2O2PS as an isolated structure at a distorted geometry (the ωB97M-V functional and the def2-TZVPD basis).

Structure (XYZ):
```
82
C36H34AlCl5N2O2PS | the OMol25 dataset | the ωB97M-V functional and the def2-TZVPD basis
Al -8.54 -9.41 17.28
C -6.64 -10.75 20.41
C -6.39 -9.44 21.08
C -5.57 -9.37 22.21
C -5.36 -8.15 22.92
C -6.01 -6.99 22.52
C -6.89 -7.10 21.45
C -7.08 -8.26 20.71
P -8.40 -8.35 19.45
C -8.83 -6.58 19.13
C -7.93 -5.94 18.25
C -8.06 -4.67 17.72
C -9.22 -3.98 18.06
C -10.10 -4.54 18.96
C -9.99 -5.86 19.52
C -11.04 -6.36 20.46
C -9.68 -9.28 20.24
C -9.92 -9.25 21.64
C -10.72 -10.21 22.22
C -11.32 -11.18 21.42
C -11.14 -11.18 20.03
C -10.30 -10.24 19.43
C -10.32 -10.19 17.94
H -7.69 -11.04 20.33
H -6.11 -11.56 20.96
H -6.26 -10.70 19.39
H -5.00 -10.29 22.48
H -4.70 -8.12 23.78
H -6.01 -6.08 23.12
H -7.31 -6.16 21.08
H -7.04 -6.48 17.99
H -7.29 -4.23 17.06
H -9.48 -3.01 17.69
H -10.99 -3.99 19.32
H -11.67 -5.52 20.72
H -10.70 -6.72 21.45
H -11.63 -7.22 20.09
H -9.45 -8.45 22.27
H -10.99 -10.12 23.23
H -12.04 -11.85 21.78
H -11.65 -11.90 19.46
H -11.09 -9.49 17.63
H -10.64 -11.21 17.61
Cl -9.01 -10.88 14.70
C -7.31 -10.79 15.16
C -7.00 -10.11 16.32
C -5.64 -9.87 16.57
Cl -5.12 -8.74 17.84
C -4.62 -10.40 15.74
Cl -2.96 -10.11 16.06
C -5.04 -11.13 14.56
Cl -3.87 -11.88 13.58
C -6.39 -11.34 14.29
Cl -6.94 -12.13 12.86
C -6.20 -13.61 17.75
S -7.85 -12.88 18.13
C -8.58 -14.37 18.90
H -6.34 -14.53 17.27
H -5.62 -13.69 18.64
H -5.73 -12.89 17.04
H -7.90 -15.19 19.13
H -9.29 -14.77 18.19
H -9.08 -14.04 19.82
O -11.88 -3.42 13.82
C -11.73 -3.23 15.18
N -12.40 -4.23 15.93
C -12.05 -5.53 16.12
O -12.89 -6.33 16.57
C -10.67 -6.06 15.77
C -9.95 -5.69 14.60
C -8.73 -6.32 14.34
C -8.37 -7.32 15.15
N -9.07 -7.80 16.20
C -10.21 -7.13 16.51
H -12.74 -3.24 13.48
H -12.13 -2.30 15.50
H -10.63 -3.31 15.33
H -13.34 -4.04 16.27
H -10.30 -4.84 13.96
H -8.13 -6.12 13.48
H -7.36 -7.81 15.04
H -10.79 -7.46 17.32
```

orbital gap: 7.64 eV
energy above the lowest of the compared OMol25 structures with the same formula, charge and spin: 78.2 kJ/mol
LUMO energy: -3.1 eV
E_HOMO: -10.69 eV
charge: +1